{
  "formula": "C8H7ErNO6",
  "method": "the ωB97M-V functional and the def2-TZVPD basis",
  "symbols": ["O", "C", "Er", "O", "C", "C", "O", "C", "O", "C", "O", "C", "N", "C", "C", "O", "H", "H", "H", "H", "H", "H", "H"],
  "xyz": [[2.5218, -2.7023, -5.5732], [3.1743, -2.4471, -4.6777], [1.2458, -0.2456, -0.6230], [-0.4151, -0.8793, -3.8628], [0.1309, -0.6998, -2.8251], [2.9080, -1.9985, -1.1487], [3.6642, -2.8210, -1.4211], [1.6039, 0.5585, -2.8957], [1.9938, 1.0511, -3.8884], [0.3845, -2.2377, -1.7119], [0.0177, -3.3267, -1.9961], [-0.2038, 1.6711, 3.1187], [-1.4154, 1.2430, 2.4111], [-2.7393, 1.5265, 2.9852], [-1.3423, 0.5806, 1.2760], [-0.2227, 0.3580, 0.6800], [-0.5359, 2.1630, 4.0311], [0.3658, 2.3692, 2.4971], [0.4138, 0.8014, 3.3617], [-3.3524, 2.1448, 2.3041], [-3.3017, 0.5984, 3.1920], [-2.6072, 2.0696, 3.9236], [-2.2888, 0.2228, 0.8429]],
  "forces_ev_per_angstrom": [[1.29, 0.43, 1.56], [-1.39, -0.38, -1.53], [-0.89, 0.54, 0.56], [3.14, 0.83, 5.65], [-6.18, -0.20, -7.49], [4.57, -4.00, -1.03], [-3.28, 3.45, 1.18], [5.18, 5.28, -5.53], [-2.54, -2.93, 5.10], [-2.10, -9.44, 0.71], [1.97, 6.59, 1.14], [0.11, 0.18, 0.04], [0.21, -1.36, -2.08], [-1.21, 0.09, 0.27], [-1.61, 1.40, 2.48], [1.35, -0.68, -1.16], [0.32, -0.02, -0.08], [-0.13, -0.01, 0.18], [-0.14, 0.11, 0.05], [0.49, -0.22, 0.26], [0.44, 0.32, -0.06], [-0.02, -0.15, -0.24], [0.44, 0.16, 0.03]],
  "mulliken_charge": [-0.123, 0.144, 1.284, -0.095, 0.565, 0.281, -0.007, 0.278, -0.034, 0.305, -0.051, -0.787, 0.105, -0.711, 0.026, -0.570, 0.311, 0.316, 0.324, 0.363, 0.367, 0.251, 0.459],
  "gap_ev": [6.2, 6.3],
  "total_charge": 3,
  "spin_multiplicity": 4,
  "largest_force_ev_per_a": 9.7
}